{"formula": "C10H18OSi", "method": "ωB97M-V with the def2-TZVPD basis set", "species": ["Si", "O", "C", "C", "C", "C", "C", "C", "C", "C", "C", "C", "H", "H", "H", "H", "H", "H", "H", "H", "H", "H", "H", "H", "H", "H", "H", "H", "H", "H"], "xyz": [[-0.106972, 0.039355, 0.713296], [4.661125, -0.412726, -0.993502], [-0.114247, 2.177945, -1.369336], [-2.751202, 0.685737, 2.027420], [3.015972, 0.903157, -2.255278], [-1.715840, -0.451452, 1.689244], [0.864905, -1.440147, 0.165240], [0.276939, -2.806613, -0.041052], [3.841902, 0.203112, -1.530375], [-0.670430, 0.743541, -0.926946], [1.234608, -2.596228, 1.052986], [-1.529058, 2.099888, -0.787308], [0.502723, 2.718181, -0.603564], [1.542884, -1.248164, -0.709412], [1.913816, 0.523602, -2.317357], [-2.359572, 1.437613, 2.571448], [0.607535, 1.186130, 1.327124], [-1.597384, 2.364402, 0.303183], [-2.183696, -1.172599, 1.084323], [3.088548, 1.841207, -2.781629], [0.454266, -3.383567, -0.818924], [-3.180244, 1.204040, 1.192670], [2.264244, -2.964816, 1.017037], [-2.353066, 2.116829, -1.489978], [-1.378446, -1.145783, 2.511234], [-0.740918, -0.004301, -1.786682], [-0.749614, -2.867714, 0.310281], [-0.128856, 2.570694, -2.377964], [0.769634, -2.553564, 2.055399], [-3.479550, 0.232241, 2.768433]], "forces_ev_per_angstrom": [[-1.48, 0.09, -0.91], [-0.15, -0.28, 0.47], [-1.49, 0.02, 2.56], [-0.67, -3.81, 0.58], [-3.54, -0.88, -0.28], [1.57, 0.69, 0.49], [1.19, 0.29, -1.17], [-2.58, 2.18, 3.90], [0.65, 0.74, -0.88], [0.58, 2.09, -1.32], [0.70, 0.14, 1.11], [1.55, -2.35, 0.12], [0.02, -0.73, -1.28], [-0.23, 0.13, 1.23], [2.19, 0.45, 0.38], [1.94, 2.53, 1.96], [0.19, -0.25, 0.33], [-0.50, 0.06, -1.54], [-0.85, -0.82, -1.30], [0.87, -0.01, 0.33], [1.19, -2.28, -3.68], [-0.58, -0.55, -0.64], [-0.52, -0.04, -0.01], [-0.22, 0.51, 0.48], [-0.51, 1.24, 0.05], [-0.60, 1.31, 1.13], [-0.02, -0.37, -0.14], [0.50, -0.53, -0.13], [0.61, -0.14, -0.53], [0.17, 0.57, -1.32]], "lowdin_charge": [0.676, 0.165, -0.208, -0.141, -0.005, -0.295, -0.365, -0.162, -0.303, -0.330, -0.163, -0.178, 0.092, 0.093, 0.084, 0.009, 0.011, 0.083, 0.030, 0.057, 0.053, 0.047, 0.106, 0.088, 0.075, 0.110, 0.094, 0.085, 0.101, 0.090], "lumo_ev": 0.92, "de_lowest_ev": 4.889, "fmax_ev_per_a": 5.2}